Version P
9
Properties=species:S:1:pos:R:3:nbo_charge:R:1 method="wB97M-V/def2-TZVPD" homo_energy_ev=-11.0
C 0.52 1.26 0.94 0.266
O 1.02 0.78 -0.04 -0.498
C 0.55 -0.66 -1.59 0.521
O 1.49 -0.64 -2.23 -0.505
C -1.34 -1.21 0.00 0.080
N -1.73 -2.26 -0.28 -0.323
H -1.13 -0.25 0.40 0.206
H 0.28 0.65 1.83 0.124
H 0.35 2.34 0.98 0.129


Version Q
9
Properties=species:S:1:pos:R:3:nbo_charge:R:1 method="wB97M-V/def2-TZVPD" homo_energy_ev=-10.7
C 1.67 0.79 0.17 0.182
C -1.09 1.11 0.08 -0.460
C -0.18 0.21 0.01 0.382
N 2.70 1.07 -0.22 -0.386
O 0.36 -2.11 0.40 -0.390
O -0.35 -1.04 -0.38 -0.283
H -2.04 0.69 -0.29 0.233
H -1.10 2.16 0.23 0.250
H 0.03 -2.88 -0.01 0.472


Most stable to least stable, the ends of the list are version P and version Q.


Version P
9
Properties=species:S:1:pos:R:3:nbo_charge:R:1 method="wB97M-V/def2-TZVPD" smiles="N#CCOC=O" homo_energy_ev=-11.5
N -2.60 1.25 -0.38 -0.276
C -1.80 0.44 -0.15 0.246
C -0.65 -0.45 -0.10 -0.188
O 0.39 0.37 -0.65 -0.485
C 1.61 0.18 -0.15 0.648
O 1.91 -0.69 0.63 -0.573
H -0.82 -1.31 -0.76 0.233
H -0.40 -0.83 0.89 0.255
H 2.28 0.94 -0.56 0.139


Version Q
9
Properties=species:S:1:pos:R:3:nbo_charge:R:1 method="wB97M-V/def2-TZVPD" smiles="O=C/C=N/C=O" homo_energy_ev=-10.2
O 2.32 1.21 1.22 -0.468
C 1.65 0.42 0.65 0.398
C 0.22 0.62 0.12 0.070
N -0.24 -0.16 -0.74 -0.408
C -1.48 -0.45 -1.24 0.538
O -2.18 -0.08 -2.14 -0.514
H 2.00 -0.57 0.36 0.102
H -0.10 1.40 0.68 0.176
H -1.79 -1.26 -0.52 0.106


Most stable to least stable, the ends of the list are version P and version Q.


Version P
10
Properties=species:S:1:pos:R:3:nbo_charge:R:1 method="wB97M-V/def2-TZVPD" charge=-1 homo_energy_ev="-2.6 / -2.6"
C -0.13 -0.53 -0.56 0.083
C -0.94 0.45 0.20 0.420
N 1.65 -0.32 0.28 -0.274
O 1.44 0.61 1.20 -0.680
F -0.28 -1.87 -0.16 -0.385
F -2.16 -0.10 0.72 -0.395
F -1.35 1.51 -0.56 -0.370
H -0.25 -0.51 -1.60 0.128
H -0.14 0.77 1.00 0.215
H 2.16 0.00 -0.51 0.256


Version Q
10
Properties=species:S:1:pos:R:3:nbo_charge:R:1 method="wB97M-V/def2-TZVPD" charge=-1 homo_energy_ev="-3.4 / -3.4"
C -0.38 0.02 0.47 0.021
C 1.07 0.04 0.20 0.532
N -1.29 0.46 -0.48 -0.064
O -2.54 0.50 -0.36 -0.602
F 0.08 -2.00 -0.22 -0.851
F 1.69 1.23 0.62 -0.412
F 1.31 0.02 -1.14 -0.342
H -0.77 -0.26 1.47 0.211
H 1.67 -0.57 0.91 0.161
H -0.84 0.57 -1.48 0.347


Most stable to least stable, the ends of the list are version Q and version P.


Version P
17
Properties=species:S:1:pos:R:3:nbo_charge:R:1 method="wB97M-V/def2-TZVPD" homo_energy_ev=-8.8
C -1.35 -0.40 -0.10 -0.325
C -0.50 -0.43 1.22 -0.431
C 0.86 -0.64 0.58 -0.080
C -0.11 -0.37 -1.10 -0.080
C 1.02 0.46 -0.46 -0.340
H -1.99 1.99 0.29 0.120
H -1.93 -1.31 -0.39 0.249
H -0.60 0.53 1.77 0.228
H -0.79 -1.25 1.93 0.231
H 1.64 -0.90 1.34 0.213
H 1.23 -1.83 -1.13 0.355
H -0.30 -0.36 -2.15 0.213
H 1.94 0.30 -1.00 0.224
H 2.19 2.61 0.04 0.152
N 0.49 -1.58 -0.54 -0.604
S -2.59 0.93 -0.23 -0.041
S 0.78 2.24 -0.07 -0.083


Version Q
17
Properties=species:S:1:pos:R:3:nbo_charge:R:1 method="wB97M-V/def2-TZVPD" smiles="CNC(=S)C1CSC1" homo_energy_ev=-8.2
C 2.02 1.18 -1.27 -0.404
N 0.92 0.45 -0.68 -0.573
C 0.14 0.86 0.29 0.162
S 0.27 2.27 1.19 -0.208
C -0.95 -0.09 0.84 -0.305
C -0.36 -1.54 1.09 -0.496
S -1.52 -2.36 -0.12 0.117
C -2.07 -0.54 -0.12 -0.450
H 1.75 2.14 -1.60 0.220
H 2.87 1.34 -0.58 0.211
H 2.26 0.49 -2.07 0.200
H 0.89 -0.55 -0.98 0.404
H -1.36 0.45 1.71 0.256
H 0.70 -1.71 0.90 0.207
H -0.47 -1.86 2.13 0.224
H -3.04 -0.49 0.33 0.219
H -2.06 -0.05 -1.07 0.215


Most stable to least stable, the ends of the list are version Q and version P.


Version P
9
Properties=species:S:1:pos:R:3:nbo_charge:R:1 method="wB97M-V/def2-TZVPD" s2=2.005 charge=+1 homo_energy_ev="-12.5 / -16.8" multiplicity=3
C 0.19 -1.88 0.59 0.936
N -0.38 1.30 -0.45 -0.958
N 0.86 -0.91 0.38 -0.853
O -0.58 -2.66 0.76 -0.337
Cl -2.17 1.23 -0.81 0.398
H 0.13 1.26 -1.37 0.436
H -0.29 2.16 0.18 0.445
H 0.36 0.34 0.05 0.454
H 1.88 -0.83 0.66 0.479


Version Q
9
Properties=species:S:1:pos:R:3:nbo_charge:R:1 method="wB97M-V/def2-TZVPD" s2=2.014 charge=+1 homo_energy_ev="-14.0 / -15.1" multiplicity=3
C -0.31 0.35 -0.03 0.995
N 0.05 1.08 0.94 -0.787
N 0.97 -1.44 -0.03 -0.517
O -0.96 0.10 -1.01 -0.387
Cl -2.65 0.69 -1.64 0.026
H 0.57 0.62 1.77 0.497
H -0.25 2.05 0.99 0.482
H 0.72 -2.27 -0.53 0.354
H 1.85 -1.18 -0.46 0.338


Most stable to least stable, the ends of the list are version P and version Q.


Version P
9
Properties=species:S:1:pos:R:3:nbo_charge:R:1 method="wB97M-V/def2-TZVPD" charge=-2 homo_energy_ev=-2.0
C -1.99 1.17 0.17 0.786
C -0.76 0.31 -0.61 -0.166
N -0.62 -0.85 -0.15 -0.063
O -2.44 0.51 1.09 -0.764
O 0.06 -1.84 -0.51 -0.610
O -2.18 2.24 -0.36 -0.740
Cl 9.22 -1.47 0.88 -1.000
H -0.14 0.82 -1.38 0.183
H -1.15 -0.88 0.87 0.375


Version Q
9
Properties=species:S:1:pos:R:3:nbo_charge:R:1 method="wB97M-V/def2-TZVPD" charge=-2 homo_energy_ev=-2.0
C 0.12 -0.87 -1.28 0.810
C 0.25 0.71 -0.64 -0.464
N 1.52 1.31 -1.06 0.113
O 0.44 -1.69 -0.44 -0.740
O 1.37 2.07 -2.01 -0.393
O -0.33 -1.02 -2.38 -0.719
Cl -3.17 -2.47 8.46 -1.000
H 0.22 0.63 0.49 0.211
H -0.42 1.33 -1.13 0.183


Most stable to least stable, the ends of the list are version P and version Q.